Record 1
Density functional theory data (the ωB97M-V functional and the def2-TZVPD basis) for 2 unconnected molecules or ions with the total composition C2H6N2O2.

Properties
- charge = 0
- ΔE to the lowest compared entry with this formula, charge and spin (eV) = 1.6845
- HOMO energy (eV) = -9.560
- E_tot (eV) = -9245.6331
- structure (SMILES) = NC=O.NC=O

Each line ends with the Löwdin charge.
Element x y z (Å)
N -2.135910 -0.186655 0.000605  0.09
C -1.143886 0.607366 -0.510768  -0.46
O -1.073590 1.807045 -0.318172  0.00
H -2.278328 -0.150305 0.999677  0.10
H -2.421972 -1.015032 -0.516480  0.10
H -0.418591 0.107156 -1.282478  0.14
N 1.866066 0.413505 0.426223  0.13
C 1.272709 -0.733612 0.002524  -0.37
O 0.192849 -1.135158 0.509608  -0.07
H 1.258841 1.186865 0.672169  0.10
H 2.853491 0.582998 0.298917  0.10
H 2.028321 -1.484174 -0.281824  0.13

Atomic forces in eV per Å
-0.5 0.1 -0.6
-0.2 0.4 -2.1
0.7 -0.7 0.7
-0.3 0.0 -0.3
0.6 0.2 0.7
-1.7 0.8 0.9
-0.5 0.5 -0.9
-0.1 -2.0 4.9
2.4 0.7 -2.0
0.2 0.0 0.2
-0.3 0.0 -0.4
-0.3 0.1 -1.1



Record 2
Density functional theory data (the ωB97M-V functional and the def2-TZVPD basis) for 2 unconnected molecules or ions with the total composition C3H11NO.

Properties
- charge = 0
- ΔE to the lowest compared entry with this formula, charge and spin (eV) = 0.9551
- HOMO energy (eV) = -9.021
- E_tot (eV) = -6826.2904
- structure (SMILES) = CC(C)N.O

Each line ends with the Löwdin charge.
Element x y z (Å)
C -0.541115 -0.716322 0.658063  -0.06
C 0.667391 0.060803 0.010711  -0.46
C 1.948301 -0.612496 0.527797  -0.08
N 0.625371 -0.158462 -1.457103  -0.02
H -1.151913 -1.071683 -0.143883  0.05
H -0.197604 -1.545190 1.246489  0.06
H -1.172313 0.028021 1.145023  0.06
H 0.567100 1.143346 0.019147  0.12
H 2.748190 0.098241 0.295617  0.08
H 1.994204 -0.647728 1.614806  0.07
H 2.004665 -1.596335 0.112045  0.07
H -0.230723 0.167002 -1.886932  0.06
H 0.797656 -1.097999 -1.786262  0.06
O -2.967083 2.118641 0.149348  -0.05
H -3.035310 1.941760 -0.799039  0.04
H -2.056817 1.888400 0.294174  -0.01

Atomic forces in eV per Å
0.3 2.1 -0.6
-1.2 -2.7 -1.3
0.0 2.9 0.5
0.7 0.5 -0.5
-0.4 -0.5 -0.5
-0.1 -0.2 0.6
0.0 -0.5 0.8
0.4 0.1 1.1
0.5 -0.8 -0.5
-0.4 -0.3 0.1
0.4 -0.5 -0.3
0.0 0.0 0.2
0.0 -0.2 0.4
-0.3 0.0 -0.7
-0.4 0.1 0.1
0.7 -0.1 0.5



Record 3
Density functional theory data (the ωB97M-V functional and the def2-TZVPD basis) for 2 unconnected molecules or ions with the total composition C4H4Br2N2S2.

Properties
- charge = 0
- HOMO energy (eV) = -8.812
- E_tot (eV) = -168944.2653

Each line ends with the Löwdin charge.
Element x y z (Å)
C -0.743439 -0.067764 -1.377309  -0.28
C -2.244179 -0.193476 1.547660  -1.41
C 1.109498 -0.636073 0.154440  -0.19
C 1.213975 0.815630 -0.276208  -0.24
N -0.077732 -1.049512 -0.689891  -0.63
N -0.026111 0.999224 -1.004007  -0.58
S -1.387280 -0.686379 2.709678  0.74
S -2.927384 0.443816 0.337379  0.78
Br -0.496354 -2.854476 -0.723827  0.73
Br -0.326264 2.839365 -1.400064  0.72
H 1.846957 -1.533675 -0.067886  0.13
H 0.858730 -0.691852 1.242539  0.05
H 1.233439 1.479510 0.516461  0.07
H 1.966148 1.135663 -0.968965  0.10

Atomic forces in eV per Å
1.0 -0.4 0.7
-0.3 0.8 -0.8
-0.1 -2.7 -0.1
0.3 -1.0 -1.3
-0.2 0.3 -0.1
-0.9 1.4 -0.6
0.7 -0.9 1.5
-1.0 0.1 -0.3
-0.1 0.6 -0.1
-0.2 -1.5 -0.1
-0.6 2.6 0.4
0.1 -0.1 -0.9
0.1 1.1 1.9
1.1 -0.4 -0.2



Question: Look up the E_tot of the second one.
Answer: -6826.2904 eV



Question: Which value of charge does entry 2 give?
Answer: 0



Question: HOMO energy of number 3 (C4H4Br2N2S2)?
Answer: -8.812 eV